# 1
Density functional theory data (ωB97M-V/def2-TZVPD) for a molecular structure, C4H7NO2.

```
14
Properties=species:S:1:pos:R:3:nbo_charge:R:1
C -0.837 0.810 1.441 -0.67
C -0.022 0.115 0.385 0.18
N 1.221 -0.268 0.429 -0.16
O 1.437 -1.385 1.241 -0.54
C 0.268 0.474 -1.005 0.06
C -0.336 -0.506 -1.910 0.09
O -1.259 0.110 -2.509 -0.63
H -0.107 1.533 1.835 0.24
H -1.658 1.389 1.013 0.24
H -1.186 0.214 2.285 0.25
H 2.391 -1.533 1.191 0.48
H 0.474 1.501 -1.312 0.22
H 0.291 -1.271 -2.425 0.18
H -0.679 -1.183 -0.659 0.06
```

Calculated values
LUMO level (spin up / spin down) = -0.81 / -0.81 eV
relative energy (zero: lowest compared OMol25 entry of this formula, charge and spin) = 203.1 kcal per mole
HOMO-LUMO gap (spin up / spin down) = 0.286 / 0.286 hartree



# 2
Density functional theory data (ωB97M-V/def2-TZVPD) for a molecular structure, C23H14Cl3F3FeN6O5S3Si at a distorted geometry.

```
59
Properties=species:S:1:pos:R:3:nbo_charge:R:1
Fe -6.503 -3.250 14.847 0.84
F -7.395 -12.992 14.708 -0.34
C -7.932 -12.171 13.723 0.99
F -7.132 -12.459 12.597 -0.35
F -9.189 -12.708 13.488 -0.34
C -7.958 -10.748 14.139 -0.24
C -7.181 -10.357 15.255 -0.23
C -7.211 -8.994 15.642 -0.24
C -8.113 -8.175 15.018 -0.01
N -8.808 -8.505 13.855 -0.76
C -8.642 -9.801 13.387 0.03
S -9.429 -10.029 11.843 -0.10
H -6.590 -11.119 15.758 0.23
H -6.550 -8.469 16.313 0.29
H -8.180 -7.146 15.359 0.26
N -5.851 -0.069 17.165 -0.55
C -5.496 -0.976 18.201 0.09
C -5.115 -0.785 19.490 -0.26
C -5.042 -1.907 20.357 -0.22
C -5.425 -3.155 19.867 -0.23
C -5.715 -3.372 18.492 -0.19
C -5.807 -2.259 17.695 0.17
N -6.267 -2.094 16.336 -0.45
C -6.214 -0.787 16.058 0.30
C -6.432 -0.390 14.674 0.09
C -6.899 0.818 14.113 -0.48
S -7.421 0.408 12.486 0.44
C -6.917 -1.185 12.630 -0.13
N -6.481 -1.567 13.835 -0.48
H -5.694 0.926 17.178 0.40
H -4.853 0.273 19.804 0.20
H -4.669 -1.785 21.425 0.21
H -5.314 -4.062 20.489 0.22
H -5.873 -4.357 18.113 0.32
H -6.617 1.838 14.500 0.25
H -7.007 -1.890 11.807 0.25
Cl -9.585 -6.568 11.393 -0.31
Si -10.020 -8.143 12.535 1.44
Cl -8.244 -4.406 15.304 -0.68
Cl -11.948 -8.163 13.025 -0.34
O -4.201 -5.320 12.963 -0.70
S -5.762 -5.237 13.707 0.81
N -5.153 -4.437 15.018 -0.75
O -3.594 -7.622 17.322 -0.81
C -4.124 -6.526 16.921 0.72
O -5.265 -6.136 17.287 -0.81
C -3.372 -5.861 15.869 -0.20
C -2.097 -6.329 15.583 -0.17
C -1.294 -5.893 14.514 -0.29
C -1.843 -5.079 13.552 -0.03
C -3.219 -4.546 13.736 0.04
C -3.746 -4.576 15.197 -0.10
N -1.135 -4.581 12.396 0.45
O -1.646 -3.593 11.792 -0.59
O -0.118 -5.186 12.117 -0.53
H -1.676 -7.143 16.137 0.22
H -0.232 -6.147 14.610 0.21
H -3.190 -3.469 13.267 0.21
H -3.361 -3.681 15.740 0.20
```

Calculated values
LUMO level (spin up / spin down) = 3.19 / 3.18 eV
HOMO-LUMO gap (spin up / spin down) = 0.100 / 0.170 hartree
total charge = -2
spin multiplicity = 5
⟨S²⟩ = 6.33



# 3
Density functional theory data (ωB97M-V/def2-TZVPD) for C22H27N3O4S in the gas phase at a distorted geometry.

```
57
Properties=species:S:1:pos:R:3:nbo_charge:R:1
C 4.476 1.034 -1.225 -0.63
C 3.710 -0.246 -1.088 -0.05
C 3.527 -0.827 0.156 -0.17
C 2.842 -2.021 0.316 -0.33
C 2.330 -2.657 -0.803 0.35
C 2.497 -2.078 -2.058 -0.28
C 3.179 -0.885 -2.215 0.02
C 3.341 -0.288 -3.578 -0.63
H 2.897 -0.929 -4.335 0.22
H 2.860 0.688 -3.626 0.22
H 4.395 -0.150 -3.813 0.22
H 2.083 -2.591 -2.913 0.22
O 1.622 -3.841 -0.786 -0.52
C 1.491 -4.519 0.438 -0.17
C 0.589 -3.805 1.454 0.66
O 0.648 -4.035 2.639 -0.60
N -0.255 -2.927 0.850 -0.63
C -1.105 -1.991 1.431 0.24
C -1.417 -1.986 2.790 -0.25
C -2.255 -1.013 3.306 -0.18
C -2.789 -0.030 2.488 -0.20
C -2.468 -0.044 1.145 -0.32
C -1.647 -1.009 0.603 -0.25
H -1.432 -0.974 -0.454 0.24
S -3.116 1.228 0.071 2.31
O -2.626 1.011 -1.259 -0.94
O -4.525 1.349 0.278 -0.93
N -2.454 2.642 0.724 -0.87
C -1.264 3.172 0.239 0.45
N -1.247 4.406 -0.034 -0.46
C -0.051 5.038 -0.525 -0.24
C 0.409 4.487 -1.880 -0.41
C 1.207 3.189 -1.777 -0.39
C 0.399 2.000 -1.260 -0.40
H -0.455 1.809 -1.912 0.23
H 1.039 1.113 -1.271 0.21
C -0.109 2.208 0.170 -0.49
H -0.416 1.256 0.600 0.23
H 0.703 2.613 0.783 0.23
H 1.594 2.943 -2.769 0.21
H 2.064 3.353 -1.117 0.19
H -0.472 4.329 -2.505 0.21
H 1.034 5.242 -2.362 0.21
H -0.299 6.098 -0.630 0.20
H 0.767 4.950 0.203 0.18
H -3.171 3.349 0.824 0.43
H -3.444 0.737 2.866 0.24
H -2.492 -1.024 4.359 0.22
H -0.993 -2.743 3.430 0.26
H -0.165 -2.858 -0.158 0.42
H 2.463 -4.714 0.908 0.21
H 1.031 -5.482 0.192 0.23
H 2.722 -2.431 1.306 0.23
H 3.928 -0.339 1.033 0.21
H 5.386 0.872 -1.802 0.22
H 3.885 1.786 -1.746 0.22
H 4.754 1.422 -0.248 0.22
```

Calculated values
LUMO level = 0.52 eV
relative energy (zero: lowest compared OMol25 entry of this formula, charge and spin) = 32.5 kcal per mole
HOMO-LUMO gap = 0.341 hartree



# 4
Density functional theory data (ωB97M-V/def2-TZVPD) for a molecular structure, C29H27N7O3SSn at a distorted geometry.

```
68
Properties=species:S:1:pos:R:3:nbo_charge:R:1
Sn -0.124 1.285 0.691 1.48
N -1.839 -3.168 0.338 -0.53
C -1.795 -1.854 0.557 0.36
N -0.757 -1.213 1.001 -0.64
C 0.385 -1.944 1.316 0.42
N 1.332 -1.385 1.984 -0.34
N 1.134 -0.086 2.283 -0.34
C 1.415 0.354 3.442 0.10
C 1.154 1.755 3.761 0.14
C 1.520 2.290 4.991 -0.19
C 1.222 3.616 5.262 -0.12
C 0.553 4.365 4.307 -0.23
C 0.207 3.750 3.114 0.05
N 0.500 2.482 2.839 -0.53
C 0.472 -3.341 0.930 -0.17
C 1.641 -4.097 1.038 -0.14
C 1.628 -5.436 0.712 -0.20
C 0.451 -6.042 0.269 -0.14
C -0.709 -5.308 0.138 -0.24
C -0.695 -3.959 0.469 0.24
H -2.697 -3.614 0.052 0.44
H -2.697 -1.290 0.346 0.21
H 1.801 -0.302 4.219 0.22
H 2.032 1.676 5.719 0.25
H 1.510 4.060 6.205 0.25
H 0.301 5.401 4.484 0.25
H -0.336 4.294 2.348 0.21
H 2.539 -3.614 1.397 0.24
H 2.529 -6.025 0.809 0.24
H 0.445 -7.092 0.014 0.24
H -1.615 -5.766 -0.236 0.25
O -0.512 -5.015 -4.808 -0.64
C -0.913 -4.521 -3.637 0.78
O -1.662 -5.129 -2.923 -0.57
C -0.400 -3.166 -3.238 -0.16
C -1.265 -2.333 -2.535 -0.16
C -0.824 -1.122 -2.050 -0.25
C 0.493 -0.712 -2.264 0.19
C 1.354 -1.533 -2.989 -0.25
C 0.909 -2.757 -3.466 -0.17
N 0.892 0.509 -1.687 -0.49
C 1.655 1.318 -2.300 0.16
C 2.146 2.548 -1.674 0.10
C 2.997 3.390 -2.375 -0.19
C 3.514 4.510 -1.740 -0.13
C 3.162 4.747 -0.423 -0.22
C 2.281 3.869 0.195 0.07
N 1.777 2.799 -0.408 -0.48
H 0.026 -4.401 -5.318 0.49
H -2.287 -2.654 -2.384 0.23
H -1.492 -0.449 -1.526 0.23
H 2.385 -1.241 -3.147 0.23
H 1.610 -3.401 -3.983 0.23
H 1.978 1.138 -3.328 0.20
H 3.258 3.174 -3.403 0.24
H 4.185 5.180 -2.261 0.25
H 3.564 5.592 0.117 0.25
H 1.982 4.029 1.224 0.20
C -3.978 3.215 -1.438 -0.81
S -3.914 1.646 -0.552 1.24
C -4.857 2.161 0.897 -0.81
O -2.473 1.535 -0.066 -1.07
H -3.378 3.943 -0.896 0.24
H -5.014 3.542 -1.505 0.25
H -3.580 3.055 -2.438 0.25
H -4.415 3.061 1.321 0.24
H -4.825 1.349 1.621 0.25
H -5.886 2.336 0.585 0.25
```

Calculated values
LUMO level = -5.83 eV
HOMO-LUMO gap = 0.272 hartree
total charge = +2